# 1
ORCA calculation (the ωB97M-V functional and the def2-TZVPD basis) on 2 unconnected molecules or ions with the total composition C8H14O4Si in a non-equilibrium geometry.

DFT total energy = -24587.5410 eV
Energy relative to the best compared isomer or geometry (same formula, charge and spin) = 320.1 kJ/mol
Highest occupied orbital energy (spin up / spin down) = -0.719 / -0.061 eV
Net charge = -2
Kohn-Sham gap (spin up / spin down) = 0.251 / 0.225 hartree
LUMO energy (spin up / spin down) = 6.117 / 6.065 eV

Each line ends with the natural charge from an NBO analysis.
CARTESIAN COORDINATES (ANGSTROEM)
1 C -1.702 1.836 0.791  0.716
2 C -0.771 1.705 -1.679  0.709
3 C 0.403 3.195 0.231  -0.682
4 C 0.990 -2.325 1.565  -1.120
5 C -1.579 -1.768 0.006  -1.095
6 C 1.014 -2.136 -1.403  -1.089
7 C 1.317 0.237 0.383  -1.019
8 C -0.457 2.043 -0.186  0.067
9 O -1.717 0.789 1.490  -0.777
10 O -1.295 0.639 -1.942  -0.760
11 O -2.495 2.847 0.865  -0.791
12 O -0.557 2.678 -2.387  -0.762
13 Si 0.270 -1.243 0.165  1.686
14 H 0.936 2.858 1.069  0.197
15 H -0.047 4.087 0.564  0.218
16 H 1.189 3.424 -0.583  0.197
17 H 2.090 -1.999 1.847  0.210
18 H 0.517 -2.605 2.479  0.207
19 H 1.160 -3.412 1.177  0.190
20 H -2.185 -1.271 0.692  0.262
21 H -2.038 -1.437 -0.895  0.256
22 H -1.541 -2.889 -0.076  0.185
23 H 0.314 -2.360 -2.138  0.212
24 H 1.670 -1.429 -1.814  0.213
25 H 1.588 -3.096 -1.190  0.184
26 H 1.866 0.749 -0.283  0.180
27 H 1.059 0.884 1.251  0.207

# 2
ORCA calculation (the ωB97M-V functional and the def2-TZVPD basis) on C2HCl2NO2 in the gas phase in a non-equilibrium geometry.

DFT total energy = -32715.6327 eV
SMILES = N#CC(Cl)(Cl)OO
Energy relative to the best compared isomer or geometry (same formula, charge and spin) = 99.3 kJ/mol
Highest occupied orbital energy = -11.170 eV
Net charge = 0
Kohn-Sham gap = 0.374 hartree
LUMO energy = -0.987 eV

Each line ends with the natural charge from an NBO analysis.
CARTESIAN COORDINATES (ANGSTROEM)
1 N 1.644 -2.057 -0.934  -0.185
2 C 0.862 -1.301 -0.590  0.188
3 C -0.094 -0.293 -0.286  0.226
4 Cl -1.415 -1.191 1.080  -0.183
5 Cl -1.102 0.263 -1.559  0.098
6 O 0.517 0.738 0.299  -0.229
7 O -0.463 1.608 0.727  -0.402
8 H 0.050 2.233 1.264  0.487

# 3
ORCA calculation (the ωB97M-V functional and the def2-TZVPD basis) on a molecular structure, C26H64FN3NbO10S in a non-equilibrium geometry.

DFT total energy = -68039.2472 eV
Energy relative to the best compared isomer or geometry (same formula, charge and spin) = 56.2 kJ/mol
Highest occupied orbital energy = -5.380 eV
Net charge = -1
Kohn-Sham gap = 0.246 hartree
LUMO energy = 1.309 eV

Each line ends with the Mulliken charge.
CARTESIAN COORDINATES (ANGSTROEM)
1 C 2.935 -4.234 2.597  -1.030
2 C 3.591 -3.146 1.808  0.840
3 O 4.772 -2.859 1.948  -0.566
4 O 2.796 -2.522 0.912  -0.272
5 C 2.764 -1.088 1.052  -0.511
6 C 1.374 -0.486 0.888  -0.896
7 Nb -0.397 -1.325 2.027  -0.892
8 C -2.136 -2.291 3.102  -1.137
9 C -1.613 0.616 1.708  0.651
10 C -1.530 1.129 0.274  -0.453
11 F -3.005 0.438 1.956  -0.392
12 S 0.509 -0.555 4.318  1.310
13 C -0.252 0.934 4.974  -1.235
14 O 1.944 -0.244 4.218  -0.686
15 O 0.216 -1.585 5.319  -0.689
16 H 2.387 -4.908 1.946  0.348
17 H 3.684 -4.784 3.148  0.324
18 H 2.218 -3.770 3.268  0.137
19 H 3.396 -0.689 0.257  0.240
20 H 3.227 -0.778 1.982  0.346
21 H 1.149 -0.505 -0.178  0.572
22 H 1.459 0.557 1.204  0.379
23 H 0.478 -2.891 2.306  0.281
24 H -1.090 -1.916 0.452  0.084
25 H -2.125 -2.083 4.169  0.349
26 H -3.086 -2.064 2.627  0.312
27 H -1.983 -3.367 3.001  0.342
28 H -1.305 1.452 2.342  0.047
29 H -2.281 1.914 0.177  -0.242
30 H -0.552 1.538 0.050  0.475
31 H -1.816 0.359 -0.432  0.030
32 H -0.141 1.766 4.289  0.273
33 H 0.311 1.161 5.876  0.417
34 H -1.286 0.741 5.228  0.288
35 C -5.317 3.152 1.888  -0.332
36 O -4.722 4.354 1.427  -0.402
37 C -4.157 4.258 0.126  -0.367
38 C -4.931 5.094 -0.870  -0.294
39 N -6.248 4.525 -1.131  -0.208
40 C -7.148 5.391 -1.884  -0.694
41 C -7.558 6.724 -1.267  -0.493
42 O -8.383 6.612 -0.124  -0.426
43 C -7.702 6.416 1.103  -0.531
44 H -5.572 3.299 2.936  0.252
45 H -6.236 2.914 1.338  0.254
46 H -4.624 2.309 1.813  0.050
47 H -4.094 3.217 -0.200  -0.103
48 H -3.138 4.650 0.190  0.426
49 H -4.372 5.136 -1.809  0.401
50 H -4.992 6.113 -0.464  0.182
51 H -6.684 4.293 -0.249  0.051
52 H -8.063 4.821 -2.067  0.380
53 H -6.697 5.587 -2.863  0.385
54 H -8.159 7.253 -2.012  0.355
55 H -6.695 7.367 -1.052  0.342
56 H -6.732 6.919 1.114  0.279
57 H -7.562 5.355 1.324  0.174
58 H -8.323 6.840 1.893  0.289
59 C -2.868 -1.221 -7.275  -0.718
60 O -4.185 -0.996 -6.815  -0.343
61 C -4.796 -2.128 -6.208  -0.790
62 C -4.984 -1.924 -4.720  -0.173
63 N -3.709 -1.933 -4.019  -0.303
64 C -3.776 -1.515 -2.618  -0.836
65 C -4.235 -0.091 -2.314  -0.555
66 O -3.328 0.915 -2.730  -0.376
67 C -3.424 1.298 -4.085  -0.669
68 H -2.569 -0.345 -7.849  0.238
69 H -2.160 -1.352 -6.449  0.300
70 H -2.820 -2.099 -7.927  0.341
71 H -4.218 -3.036 -6.405  0.410
72 H -5.780 -2.248 -6.670  0.392
73 H -5.606 -2.736 -4.331  0.347
74 H -5.532 -0.982 -4.584  0.172
75 H -3.064 -1.325 -4.504  0.094
76 H -2.774 -1.631 -2.200  0.409
77 H -4.423 -2.215 -2.080  0.417
78 H -4.296 0.004 -1.226  0.339
79 H -5.240 0.117 -2.700  0.478
80 H -4.449 1.230 -4.458  0.327
81 H -2.762 0.703 -4.723  0.180
82 H -3.097 2.337 -4.156  0.299
83 C 12.081 -3.630 2.252  -0.720
84 O 10.855 -4.316 2.116  -0.344
85 C 9.896 -4.009 3.126  -0.833
86 C 8.725 -3.234 2.564  -0.101
87 N 9.119 -1.883 2.183  -0.379
88 C 8.102 -1.153 1.425  -0.751
89 C 7.685 -1.705 0.069  -0.230
90 O 8.693 -1.634 -0.931  -0.466
91 C 9.613 -2.704 -0.943  -0.567
92 H 12.774 -4.056 1.528  0.236
93 H 11.978 -2.559 2.045  0.300
94 H 12.500 -3.760 3.255  0.340
95 H 10.363 -3.465 3.952  0.412
96 H 9.527 -4.961 3.516  0.380
97 H 7.944 -3.173 3.326  0.351
98 H 8.323 -3.807 1.719  0.161
99 H 9.963 -1.930 1.631  0.112
100 H 8.488 -0.143 1.265  0.375
101 H 7.211 -1.058 2.050  0.411
102 H 6.869 -1.077 -0.295  0.273
103 H 7.280 -2.720 0.134  0.283
104 H 9.150 -3.643 -0.628  0.272
105 H 10.484 -2.500 -0.312  0.196
106 H 9.970 -2.821 -1.968  0.288

# 4
ORCA calculation (the ωB97M-V functional and the def2-TZVPD basis) on a gas-phase ion, C5H8NO (charge +1) in a non-equilibrium geometry.

DFT total energy = -8839.1551 eV
Energy relative to the best compared isomer or geometry (same formula, charge and spin) = 540.9 kJ/mol
Highest occupied orbital energy = -13.501 eV
Net charge = +1
Kohn-Sham gap = 0.322 hartree
LUMO energy = -4.742 eV

Each line ends with the natural charge from an NBO analysis.
CARTESIAN COORDINATES (ANGSTROEM)
1 C -1.132 1.555 0.081  -0.214
2 C -1.208 0.127 -0.327  -0.057
3 C 0.372 -1.456 0.884  0.251
4 C 0.164 -0.446 -0.160  0.057
5 C 1.276 0.034 -1.013  -0.666
6 N -0.459 0.607 0.845  -0.342
7 O 0.963 -2.540 0.529  -0.561
8 H -0.530 2.363 -0.533  0.248
9 H -1.957 1.917 0.660  0.245
10 H -2.174 -0.320 -0.308  0.263
11 H -1.026 0.504 1.672  0.455
12 H 1.134 1.135 -1.091  0.241
13 H 1.344 -0.431 -2.030  0.287
14 H 2.295 -0.018 -0.571  0.261
15 H 0.938 -3.030 1.362  0.532

# 5
ORCA calculation (the ωB97M-V functional and the def2-TZVPD basis) on C5H11NOS in the gas phase in a non-equilibrium geometry.

DFT total energy = -19733.3632 eV
SMILES = CN1CC(C)(C)OS1
Energy relative to the best compared isomer or geometry (same formula, charge and spin) = 360.1 kJ/mol
Highest occupied orbital energy = -8.604 eV
Net charge = 0
Kohn-Sham gap = 0.307 hartree
LUMO energy = -0.249 eV

Each line ends with the natural charge from an NBO analysis.
CARTESIAN COORDINATES (ANGSTROEM)
1 C 1.717 0.065 1.680  -0.416
2 N 0.281 -0.208 1.711  -0.548
3 C -0.546 0.533 0.801  -0.246
4 C -0.600 -0.365 -0.513  0.251
5 C 0.727 -0.055 -1.308  -0.659
6 C -1.836 0.060 -1.416  -0.602
7 O -0.716 -1.615 -0.229  -0.641
8 S -0.314 -1.686 1.833  0.562
9 H 2.124 -0.163 2.641  0.219
10 H 2.119 -0.457 0.788  0.209
11 H 1.815 1.122 1.416  0.202
12 H -0.158 1.525 0.684  0.202
13 H -1.498 0.586 1.330  0.220
14 H 1.120 0.971 -1.149  0.193
15 H 0.555 -0.008 -2.351  0.216
16 H 1.565 -0.806 -1.070  0.216
17 H -1.657 1.136 -1.580  0.196
18 H -2.923 -0.108 -1.034  0.216
19 H -1.774 -0.526 -2.233  0.208

> Among the records above, which one has the lowest energy relative to the best compared isomer or geometry (same formula, charge and spin)?

C26H64FN3NbO10S

> net charge of number 4 (C5H8NO)?

+1

> The lowest energy relative to the best compared isomer or geometry (same formula, charge and spin) belongs to which entry?

C26H64FN3NbO10S

> The lowest DFT total energy belongs to which entry?

C26H64FN3NbO10S